Computed, not measured: a 2-piece molecular cluster, C23H41I2N3OPS2 overall, with ωB97M-V/def2-TZVPD.

* highest occupied orbital energy: -2.33 eV
* LUMO level: 2.20 eV
* total energy: -78187.1985 eV

Geometry as ORCA input:
```
! wB97M-V def2-TZVPD RIJCOSX def2/J DEFGRID3
* xyz -1 1
C -0.11 2.03 1.95
C 0.91 1.52 1.13
P 2.76 1.96 1.41
S 2.37 0.54 3.21
C 2.83 3.26 -0.01
C 1.57 3.45 -0.86
C 1.35 2.50 -2.04
C -0.02 2.72 -2.70
C -1.15 1.81 -2.16
C -2.36 2.56 -1.63
C -3.65 1.75 -1.67
C -3.56 0.33 -1.09
C -2.86 0.21 0.27
C -3.74 -0.46 1.32
C 3.40 0.61 0.21
C 2.88 -0.81 0.31
S 4.00 -1.91 -0.72
C 2.90 -2.71 -1.78
N 2.50 -3.94 -1.65
N 1.67 -4.21 -2.74
C 1.64 -3.11 -3.43
O 2.38 -2.13 -2.90
C 4.56 2.41 2.08
I 4.86 4.51 2.41
C 5.61 1.69 2.44
C 6.92 2.21 2.98
I 5.72 -0.43 2.37
H -0.49 1.57 2.84
H -0.55 2.98 1.66
H 0.64 0.89 0.25
H 2.21 2.97 2.28
H 1.49 -0.38 2.79
H 2.94 4.20 0.51
H 3.72 3.17 -0.63
H 0.67 3.65 -0.28
H 1.73 4.41 -1.37
H 1.45 1.44 -1.80
H 2.10 2.76 -2.79
H -0.29 3.76 -2.47
H 0.04 2.65 -3.78
H -1.49 1.19 -2.99
H -0.76 1.20 -1.35
H -2.53 3.47 -2.21
H -2.19 2.90 -0.61
H -4.03 1.68 -2.69
H -4.41 2.29 -1.10
H -4.59 -0.01 -0.96
H -3.13 -0.34 -1.83
H -2.55 1.17 0.65
H -1.98 -0.42 0.15
H -4.45 0.25 1.74
H -4.32 -1.28 0.92
H -3.13 -0.81 2.15
H 4.48 0.64 0.10
H 3.07 0.96 -0.76
H 2.93 -1.26 1.29
H 1.91 -0.93 -0.15
H 1.10 -2.98 -4.35
H 7.63 1.41 3.14
H 6.77 2.71 3.94
H 7.37 2.91 2.27
C -4.45 -6.08 1.97
C -5.33 -5.66 0.80
C -4.52 -5.24 -0.43
C -3.66 -4.10 -0.14
N -2.99 -3.21 0.09
H -3.82 -5.26 2.31
H -5.06 -6.40 2.81
H -3.80 -6.91 1.69
H -5.97 -4.83 1.11
H -5.99 -6.48 0.52
H -5.19 -4.96 -1.25
H -3.90 -6.07 -0.78
*
```

***

Computed, not measured: one molecule with the formula C6H9F, with ωB97M-V/def2-TZVPD.

* ΔE to the lowest compared entry with this formula, charge and spin: 0.7206 eV
* highest occupied orbital energy: -8.85 eV
* LUMO level: 1.02 eV
* total energy: -9083.9736 eV
* SMILES: C/C=C\C(F)=C/C

Geometry as ORCA input:
```
! wB97M-V def2-TZVPD RIJCOSX def2/J DEFGRID3
* xyz 0 1
C 1.68 -0.34 0.69
C 1.03 -1.18 -0.38
C -0.27 -1.34 -0.57
C -1.39 -0.60 0.02
F -2.40 -1.46 0.42
C -1.60 0.71 0.09
C -0.55 1.70 -0.26
H 2.26 0.53 0.19
H 2.39 -1.08 1.17
H 1.00 -0.01 1.51
H 1.77 -1.73 -1.02
H -0.63 -2.20 -1.18
H -2.59 1.05 0.37
H -0.99 2.60 -0.67
H 0.11 1.99 0.57
H 0.18 1.37 -0.96
*
```

***

Computed, not measured: an isolated ion of composition C2H6IN2O and charge +1, with ωB97M-V/def2-TZVPD.

* ΔE to the lowest compared entry with this formula, charge and spin: 2.5267 eV
* highest occupied orbital energy (spin up / spin down): -14.12 / -14.12 eV
* LUMO level (spin up / spin down): -7.00 / -7.00 eV
* total energy: -15289.7677 eV
* SMILES: C/C(N)=[NH+]/OI

Geometry as ORCA input:
```
! wB97M-V def2-TZVPD RIJCOSX def2/J DEFGRID3
* xyz 1 1
C -1.52 -0.35 -0.71
C -0.29 0.07 0.13
N 0.12 -0.49 1.21
N 0.62 0.98 -0.33
O 1.72 1.30 0.18
I 3.52 -0.32 -0.18
H -1.58 -1.40 -0.46
H -2.40 0.19 -0.42
H -1.13 -0.23 -1.72
H -0.46 -1.12 1.89
H 1.05 -0.16 1.55
H 0.34 1.53 -1.14
*
```

***

> Look up the total energy of the second one.

-9083.9736 eV